# 1
This record from the OMol25 dataset describes an isolated molecule of C4H4O3. The level of theory is ωB97M-V with the def2-TZVPD basis set.

Structure (XYZ):
```
11
C4H4O3 | the OMol25 dataset | ωB97M-V with the def2-TZVPD basis set
O -1.36 1.55 -0.81
O 0.36 0.84 0.50
O 1.00 -1.38 2.65
C 0.18 -0.04 -1.80
C 0.12 -0.60 2.37
C -0.42 0.84 -0.76
C -0.17 -0.23 0.99
H -0.61 -0.63 -2.28
H -0.67 -0.27 3.08
H 0.63 0.61 -2.55
H 0.94 -0.71 -1.40
```

Molar mass = 100.1 g mol⁻¹
Calculated total energy = -380.4163 Eh
Maximum force = 0.93 eV/Å
HOMO = -9.312 eV
Kohn-Sham gap = 9.2 eV


# 2
This record from the OMol25 dataset describes an isolated molecule of C4H4O3. The level of theory is ωB97M-V with the def2-TZVPD basis set.

Structure (XYZ):
```
11
C4H4O3 | the OMol25 dataset | ωB97M-V with the def2-TZVPD basis set
O -1.24 -1.70 0.59
O -1.14 1.75 0.64
O -0.20 0.47 -1.99
C 0.16 0.34 -0.84
C -1.55 -0.58 0.90
C -0.86 0.63 0.27
C 1.53 -0.07 -0.40
H 1.46 -0.97 0.23
H -2.32 -0.34 1.65
H 2.16 -0.27 -1.27
H 1.98 0.73 0.21
```

Molar mass = 100.1 g mol⁻¹
Calculated total energy = -380.4992 Eh
Maximum force = 0.61 eV/Å
HOMO = -9.789 eV
Kohn-Sham gap = 8.7 eV
SMILES = CC(=O)C(=O)C=O


# 3
This record from the OMol25 dataset describes an isolated ion of composition C4H4O4 and charge -2 in a non-equilibrium geometry. The level of theory is ωB97M-V with the def2-TZVPD basis set.

Structure (XYZ):
```
12
C4H4O4 | the OMol25 dataset | ωB97M-V with the def2-TZVPD basis set
O -1.31 1.02 -2.00
O 1.02 -1.27 1.75
O 2.38 -1.88 0.02
O -2.85 0.47 -0.51
C -0.58 0.38 0.31
C 0.80 0.02 -0.06
C 1.43 -1.18 0.56
C -1.61 0.49 -0.85
H -0.67 1.40 0.68
H 0.94 0.13 -1.20
H 1.50 0.91 0.41
H -1.05 -0.50 0.89
```

Molar mass = 116.1 g mol⁻¹
Calculated total energy = -455.7608 Eh
Maximum force = 5.32 eV/Å
Charge = -2
HOMO = -0.372 eV
Kohn-Sham gap = 7.4 eV
SMILES = O=C([O-])CCC(=O)[O-]


# 4
This record from the OMol25 dataset describes a 2-piece molecular cluster, C4H4O4 overall in a non-equilibrium geometry. The level of theory is ωB97M-V with the def2-TZVPD basis set.

Structure (XYZ):
```
12
C4H4O4 | the OMol25 dataset | ωB97M-V with the def2-TZVPD basis set
O 0.61 -3.09 -1.37
O -1.78 -0.46 0.54
O 1.81 -1.17 -1.18
O -1.60 1.04 -1.10
C 0.44 0.76 0.26
C -1.07 0.15 -0.21
C 0.80 0.65 1.53
C 0.94 -1.98 -1.29
H 0.63 1.65 -0.34
H 1.39 1.44 1.97
H -2.56 1.08 -0.99
H 0.38 -0.08 2.19
```

Molar mass = 116.1 g mol⁻¹
Calculated total energy = -455.7354 Eh
Maximum force = 5.97 eV/Å
HOMO = -10.519 eV
Kohn-Sham gap = 10.2 eV
SMILES = C=CC(=O)O.O=C=O


Energy above the lowest of the compared OMol25 structures with the same formula, charge and spin in eV, matching the order above: 3.557 1.303 1.369 2.113
LUMO in eV, matching the order above: -0.11 -1.06 7.06 -0.34